Entry from the Open Molecules 2025 dataset: a 2-piece molecular cluster, C6H17NSi overall (ωB97M-V with the def2-TZVPD basis set).

The geometry in XYZ format:
```
25
Properties=species:S:1:pos:R:3:forces:R:3
C -1.685522 -0.030272 -0.702424 -0.9 -0.9 -0.3
C -1.373811 -1.807618 0.991430 3.0 -0.9 -0.5
C -1.419801 0.537219 1.650288 -0.4 -1.2 1.1
C 1.391931 2.423250 -0.236272 -1.7 2.0 -2.2
C 2.336747 -1.763477 -2.595359 -1.3 1.8 -0.8
C -0.901878 -0.402498 0.577950 -1.6 0.3 -1.1
N 1.392262 1.383147 0.707088 1.0 -0.1 0.3
Si 1.007232 -0.234285 0.343635 -1.7 0.5 -0.8
H -2.757316 -0.338497 -0.589302 0.6 0.6 0.1
H -1.658496 0.966023 -1.139287 0.2 0.5 0.7
H -1.359381 -0.628093 -1.522707 0.4 -0.8 -0.8
H -1.066355 -1.982621 2.050711 -0.7 0.1 -0.6
H -0.709746 -2.587070 0.428987 -1.8 0.9 0.6
H -2.443447 -1.839072 0.792447 0.1 -0.7 0.2
H -1.073944 0.147020 2.640540 -0.4 0.7 -0.5
H -1.022298 1.470784 1.432615 0.8 2.0 0.2
H -2.531191 0.678518 1.642053 0.7 -0.6 0.0
H 0.715696 3.288482 0.055956 0.4 -1.0 -0.2
H 2.313774 2.945954 -0.535062 0.4 -0.6 0.5
H 0.982263 2.029536 -1.203689 0.2 0.4 0.7
H 1.548718 -1.312100 -3.256208 0.4 -1.0 0.8
H 3.207186 -1.100938 -2.692055 0.1 -1.0 0.8
H 2.032774 -2.481203 -1.828641 0.7 0.3 -0.4
H 1.713566 1.710453 1.589805 0.3 -0.3 0.7
H 1.361039 -1.072642 1.397500 1.2 -1.2 1.6
```
Positions in Å, forces in eV/Å.

Summary:
Gap between HOMO and LUMO (spin up / spin down) = 8.1382 / 7.7150 eV
Energy above the lowest of the compared OMol25 structures with the same formula, charge and spin = 419.3 kJ/mol
Charge = 0
E_tot = -582.88926 Ha

The molecule's natural (NBO) atomic charges, reported in e, are given here:
1. C -0.6226
2. C -0.6108
3. C -0.6119
4. C -0.4009
5. C -0.5585
6. C -0.4602
7. N -1.0742
8. Si 1.2502
9. H 0.1926
10. H 0.2119
11. H 0.2034
12. H 0.2096
13. H 0.2006
14. H 0.2137
15. H 0.1991
16. H 0.2086
17. H 0.2060
18. H 0.1763
19. H 0.1835
20. H 0.1913
21. H 0.1677
22. H 0.1825
23. H 0.1903
24. H 0.3973
25. H -0.2454

---

Entry from the Open Molecules 2025 dataset: C24H30InN7S2Se3SiTe as an isolated structure (ωB97M-V with the def2-TZVPD basis set).

The geometry in XYZ format:
```
69
Properties=species:S:1:pos:R:3:forces:R:3
In -0.676271 0.149775 -0.196898 2.0 1.1 -1.5
Se -0.012969 0.398396 -2.805598 0.2 -1.0 1.0
Se -1.439158 1.724109 -3.993788 -0.5 0.8 0.0
Te -0.101701 3.940111 -3.955845 -0.1 -0.6 -1.3
Se -0.034814 4.855448 -1.749142 -0.2 0.3 1.3
C 5.688720 -2.025385 1.244561 -0.1 -1.0 0.7
Si 4.935467 -1.856482 -0.486216 -0.2 0.2 0.8
C 6.218109 -2.175523 -1.799816 0.8 -0.5 -0.3
C 3.705611 -3.226418 -0.908946 -0.6 0.1 0.2
C 4.352646 -0.052052 -0.689838 -0.7 -1.7 -0.5
C 5.309567 0.807632 -1.181736 -0.8 0.6 -0.4
C 4.885614 2.072179 -1.606760 -0.7 -0.1 0.4
C 3.531621 2.412242 -1.502974 0.3 -1.4 0.6
N 2.587910 1.581831 -0.968598 1.2 0.3 -0.8
C 2.983477 0.346987 -0.654108 0.7 1.2 0.4
S 1.802574 -0.777057 -0.034535 -1.0 -0.7 0.8
H 6.001506 -3.105734 1.351003 -0.3 0.9 0.1
H 5.004428 -1.772298 2.108115 0.6 -0.3 -1.1
H 6.607395 -1.439079 1.390019 -0.3 0.0 -0.2
H 6.683381 -3.183414 -1.623957 -0.4 0.8 -0.2
H 7.048991 -1.447372 -1.872512 -0.4 -0.4 0.0
H 5.683903 -2.203766 -2.770695 0.4 0.0 0.4
H 4.248540 -4.177240 -0.998122 0.0 0.2 -0.1
H 3.313389 -2.942416 -1.903968 0.1 -0.3 0.3
H 2.827596 -3.381768 -0.245337 0.7 0.2 -0.4
H 6.324921 0.442419 -1.342191 -0.2 0.4 0.2
H 5.589830 2.784353 -1.972276 0.3 0.4 -0.4
H 3.153429 3.336744 -1.882637 -0.2 0.6 0.0
N -1.283980 -0.217977 2.164165 0.4 -0.3 0.0
C -1.914305 0.875615 2.967068 0.5 -0.4 -0.1
C -0.857897 1.766909 3.660746 -0.7 0.6 0.0
C -0.106788 2.804208 2.769693 -1.1 -0.5 1.4
C 0.850372 2.319522 1.724973 -0.1 0.3 -1.1
N 0.130359 2.238934 0.417423 1.6 -1.6 -0.1
H -1.925325 -0.996136 2.035167 -0.1 0.1 0.1
H -0.471100 -0.623418 2.651973 -0.4 0.4 -0.2
H -2.594507 0.463377 3.716991 0.3 -0.2 0.1
H -2.586345 1.394710 2.275107 0.4 0.5 0.1
H -0.138320 1.186293 4.253961 -0.1 -0.3 -0.4
H -1.433037 2.303885 4.454760 0.4 0.0 -0.7
H 0.425102 3.433445 3.455947 0.4 0.4 0.5
H -0.865722 3.464727 2.345562 0.1 0.0 -0.3
H 1.295792 1.331127 1.916863 -0.1 0.3 0.1
H 1.666880 3.061548 1.618221 -0.3 -0.5 0.0
H 0.907465 2.218617 -0.309272 -0.8 0.0 0.4
H -0.363467 3.089225 0.236260 -0.4 0.7 -0.3
S -8.150057 -1.946175 -0.329840 2.1 0.6 -0.8
N -7.407754 -0.504813 -0.403464 0.3 0.5 0.6
C -6.079765 -0.680806 -0.399622 -1.4 -1.0 -0.2
C -5.105464 0.369743 -0.441055 0.7 -0.1 -0.6
C -5.455302 1.730932 -0.633355 0.9 -0.7 0.1
C -4.416814 2.661045 -0.756289 -0.9 -1.3 -0.1
C -3.105851 2.193657 -0.695477 1.5 -0.8 -0.6
N -2.783472 0.887583 -0.530613 -1.1 0.5 0.3
C -3.758056 -0.067200 -0.465486 -0.2 3.3 0.0
C -3.352817 -1.432901 -0.461533 1.4 -2.6 1.1
N -2.003810 -1.738017 -0.369831 -1.5 0.0 -0.3
C -1.593117 -3.018863 -0.323680 -0.1 1.5 -0.1
C -2.477516 -4.062853 -0.261505 -1.7 -0.4 -0.2
C -3.855682 -3.791995 -0.356221 1.4 0.1 0.3
C -4.307453 -2.484342 -0.409016 0.1 1.0 -0.6
C -5.701550 -2.068937 -0.427387 -2.3 0.2 -0.1
N -6.811059 -2.838976 -0.461196 1.2 -0.8 0.7
H -6.533430 1.884495 -0.749299 0.5 0.6 0.2
H -4.599027 3.684235 -1.000510 -0.1 0.5 0.0
H -2.225744 2.845593 -0.943993 -0.9 -0.3 0.5
H -0.525109 -3.154260 -0.377419 0.2 -0.1 0.2
H -2.146278 -5.084213 -0.137242 0.1 0.1 -0.2
H -4.563777 -4.583794 -0.368778 -0.5 -0.6 0.1
```
Positions in Å, forces in eV/Å.

Summary:
Gap between HOMO and LUMO = 3.2180 eV
Energy above the lowest of the compared OMol25 structures with the same formula, charge and spin = 0.0 kJ/mol
Charge = 0
E_tot = -10064.27344 Ha

The molecule's natural (NBO) atomic charges, reported in e, are given here:
1. In 1.3351
2. Se -0.4037
3. Se -0.2722
4. Te 0.1870
5. Se -0.8458
6. C -1.1211
7. Si 1.6466
8. C -1.1274
9. C -1.1104
10. C -0.5087
11. C -0.1495
12. C -0.2803
13. C 0.0620
14. N -0.4947
15. C 0.1103
16. S -0.3344
17. H 0.2280
18. H 0.2425
19. H 0.2375
20. H 0.2372
21. H 0.2307
22. H 0.2436
23. H 0.2282
24. H 0.2441
25. H 0.2419
26. H 0.2143
27. H 0.2167
28. H 0.2216
29. N -0.8473
30. C -0.2170
31. C -0.4083
32. C -0.4146
33. C -0.2387
34. N -0.9595
35. H 0.3847
36. H 0.4025
37. H 0.1927
38. H 0.1978
39. H 0.2075
40. H 0.2224
41. H 0.2210
42. H 0.2072
43. H 0.2132
44. H 0.2130
45. H 0.4894
46. H 0.4227
47. S 0.9677
48. N -0.6066
49. C 0.1044
50. C -0.0943
51. C -0.0965
52. C -0.2203
53. C 0.0907
54. N -0.5387
55. C 0.2321
56. C 0.1732
57. N -0.4981
58. C 0.0831
59. C -0.2338
60. C -0.0912
61. C -0.0985
62. C 0.1767
63. N -0.6207
64. H 0.2534
65. H 0.2525
66. H 0.2760
67. H 0.2376
68. H 0.2424
69. H 0.2411

---

Entry from the Open Molecules 2025 dataset: a 2-piece molecular cluster, C34H58NO6 overall (ωB97M-V with the def2-TZVPD basis set).

The geometry in XYZ format:
```
99
Properties=species:S:1:pos:R:3:forces:R:3
C 5.494719 -1.012748 1.385641 0.5 -0.2 0.7
C 4.961902 -2.575497 1.307644 -1.1 0.4 0.2
C 4.334063 -2.986641 -0.160134 0.2 0.8 -0.4
C 5.486674 -3.532350 -1.235130 -1.0 0.4 -0.3
C 5.867113 -2.218493 -2.171471 1.8 0.1 1.5
O 4.896720 -2.062469 -3.281299 3.3 -1.4 -1.8
C 5.609294 -2.534571 -4.511529 -1.6 -0.4 -3.8
O 5.022235 -2.758915 -5.689993 4.2 1.6 8.4
O 7.076666 -2.671367 -4.233567 -3.8 1.5 0.3
C 7.348555 -2.140767 -2.874703 -0.4 -1.3 1.6
C 8.165483 -0.699504 -2.742500 -0.1 -0.7 -1.2
C 7.516329 0.487819 -3.720132 1.6 -0.4 -0.7
O 7.308142 1.768065 -3.021198 -1.8 -1.5 -0.5
C 5.978195 1.831783 -2.381379 0.1 -0.8 1.1
C 5.861653 3.278485 -1.614105 1.7 -1.1 0.5
O 4.629805 4.036696 -1.912542 -1.7 -2.7 0.8
C 3.416737 3.289653 -1.545274 -3.1 -2.4 1.8
C 2.147397 2.964747 -2.567707 0.4 -1.0 2.9
C 0.813217 2.077897 -2.087743 3.2 0.7 2.6
C 0.689535 1.459472 -0.576164 3.2 2.4 -1.1
C -0.576629 0.560537 0.002118 0.6 0.5 1.5
C -0.781862 1.087375 1.577727 -1.1 -0.7 -0.4
C -0.109728 -1.003035 0.121405 0.7 -0.5 0.9
C -2.001296 0.830434 -0.742454 0.1 0.7 -1.2
C -2.454890 -0.258704 -1.871007 -1.6 0.5 -1.0
C -3.148305 -1.641542 -1.233344 1.8 -0.4 0.0
C -1.318894 -0.586365 -3.022110 -0.7 0.4 -0.4
C -3.712859 0.464564 -2.706938 -0.7 -0.2 1.5
C 1.948911 1.814424 0.465506 1.0 1.5 -3.5
C 3.272614 2.712976 -0.009337 -2.7 -0.8 -2.4
H 4.664290 -0.215955 1.112489 1.7 -1.8 0.4
H 6.455134 -0.851660 0.721345 -2.0 -0.2 1.2
H 5.832583 -0.789927 2.506660 -0.7 -0.5 -2.4
H 4.063013 -2.645155 2.080683 1.9 0.0 -1.5
H 5.787598 -3.330064 1.651895 -1.5 1.5 -0.7
H 3.896736 -1.979185 -0.620126 0.7 -2.2 0.9
H 3.430961 -3.724983 -0.067566 1.9 1.2 0.0
H 6.395879 -3.940511 -0.613121 -1.6 0.8 -1.5
H 5.015006 -4.377484 -1.930308 1.2 1.8 1.6
H 5.936850 -1.365992 -1.356904 -1.0 -1.1 -2.2
H 7.985143 -2.964451 -2.339816 -1.0 1.6 -1.1
H 8.261028 -0.357047 -1.623835 -0.5 -0.8 -2.1
H 9.275050 -0.940677 -3.107207 -2.5 0.6 0.8
H 8.364123 0.695486 -4.534536 -2.0 -0.2 1.8
H 6.582252 0.101064 -4.322071 1.6 0.9 1.4
H 5.970426 0.965519 -1.562407 -0.2 1.8 -1.5
H 5.092055 1.589664 -3.109328 1.7 0.8 1.1
H 6.828728 3.904609 -1.919790 -2.5 -1.1 0.4
H 6.007945 3.051093 -0.453264 -0.7 0.7 -2.4
H 2.217883 3.367870 -3.689022 -0.2 -1.0 2.8
H -0.014089 1.885886 -2.893040 1.8 0.4 1.8
H -0.950906 2.245339 1.579005 0.6 -2.2 0.2
H -1.791894 0.583367 1.964293 2.0 1.0 -0.7
H 0.058915 0.707315 2.297736 -1.5 1.0 -1.5
H -0.957058 -1.743779 0.490128 1.5 1.7 -0.9
H 0.394271 -1.454041 -0.833082 -1.1 1.0 1.7
H 0.722530 -1.039599 0.976477 -1.7 0.1 -1.9
H -2.915437 0.987271 0.008419 2.1 -0.5 -1.3
H -1.898219 1.877850 -1.306131 -0.2 -2.2 1.2
H -2.346507 -2.500765 -1.413947 -1.8 1.6 0.6
H -3.292593 -1.552386 -0.055156 0.0 -0.1 -2.6
H -4.123746 -1.964196 -1.792706 1.8 0.8 1.2
H -1.561681 -1.657277 -3.442987 0.8 2.0 0.9
H -1.498496 0.163476 -3.933077 0.5 -1.6 2.0
H -0.212763 -0.447981 -2.668426 -2.2 -0.6 -0.6
H -4.691992 0.227870 -2.066250 1.9 0.6 -1.4
H -3.617431 1.640393 -2.700188 0.0 -2.4 -0.4
H -3.880903 -0.001445 -3.767011 0.5 1.0 2.0
H 1.987973 1.430782 1.584048 -0.2 0.9 -2.7
H 4.153616 2.957032 0.749429 -2.3 -0.7 -1.7
C -5.733238 2.364562 3.886607 0.3 -0.1 0.6
C -6.268324 1.600702 2.637270 1.6 3.7 0.5
C -7.810860 1.385473 2.718561 -0.9 -1.3 -0.2
C -8.268612 0.210573 3.571256 0.4 0.1 0.3
C -7.492740 -1.053128 3.221386 -1.0 0.8 -0.7
C -5.961135 -0.840944 3.321578 2.2 -2.4 2.5
N -5.492935 0.323512 2.490850 -5.8 -3.1 -8.7
O -5.552756 -0.066885 1.141270 1.8 2.2 7.2
C -5.589223 -0.647808 4.815677 0.1 0.6 0.3
C -5.237787 -2.170063 2.936832 0.0 0.3 -0.8
C -6.041356 2.615855 1.462237 0.1 -0.9 -0.5
H -4.994575 1.798188 4.457411 -0.2 0.0 0.0
H -5.200677 3.283095 3.611576 -0.3 -0.3 -0.2
H -6.539510 2.647495 4.572502 0.1 -0.2 -0.2
H -8.206656 1.221566 1.705394 0.4 0.1 0.0
H -8.299536 2.298001 3.084227 0.7 0.0 -0.1
H -8.165767 0.450277 4.634385 0.0 -0.1 -0.1
H -9.337194 0.035303 3.403336 0.1 0.1 0.0
H -7.809585 -1.865119 3.889067 0.6 0.1 0.0
H -7.770223 -1.374077 2.207817 0.4 0.1 0.0
H -4.512105 -0.474773 4.937628 -0.2 -0.1 -0.1
H -5.842363 -1.539743 5.401503 0.0 0.1 -0.5
H -6.118314 0.177842 5.295214 0.1 -0.1 -0.1
H -5.501018 -2.523984 1.934182 0.1 0.2 0.1
H -5.507307 -2.978255 3.628101 -0.1 0.5 0.0
H -4.148634 -2.050558 2.983842 -0.2 0.1 0.0
H -4.972756 2.790395 1.285226 -0.2 -0.1 0.1
H -6.500565 3.583991 1.693456 0.1 -0.4 0.3
H -6.492017 2.279220 0.522022 0.2 -0.1 0.2
```
Positions in Å, forces in eV/Å.

Summary:
Gap between HOMO and LUMO = 1.7754 eV
Charge = +1
E_tot = -1835.43402 Ha

The molecule's Mulliken atomic charges, reported in e, are given here:
1. C -0.5936
2. C -0.5367
3. C -0.3431
4. C -0.5652
5. C 1.0382
6. O -0.2932
7. C 0.4581
8. O -0.5485
9. O -0.3455
10. C -0.1380
11. C -0.5755
12. C -0.4216
13. O -0.4175
14. C 0.4695
15. C -0.4717
16. O -0.4143
17. C 0.1604
18. C -0.6461
19. C -0.0634
20. C 0.0388
21. C 1.7544
22. C -1.1696
23. C -1.0408
24. C -0.6067
25. C 1.7701
26. C -1.0262
27. C -1.2634
28. C -1.1826
29. C -0.2878
30. C -0.4926
31. H 0.0654
32. H 0.1343
33. H 0.3477
34. H 0.2626
35. H 0.3114
36. H 0.0942
37. H 0.3557
38. H 0.2954
39. H 0.2574
40. H -0.6336
41. H 0.4032
42. H 0.2945
43. H 0.3858
44. H 0.2446
45. H 0.2495
46. H -0.2780
47. H 0.2679
48. H 0.3478
49. H 0.1255
50. H 0.2730
51. H 0.1940
52. H 0.3339
53. H 0.0302
54. H 0.3462
55. H 0.1210
56. H 0.2125
57. H 0.3450
58. H -0.5770
59. H 0.3883
60. H 0.3465
61. H -0.0620
62. H 0.3700
63. H 0.3520
64. H 0.2768
65. H 0.1731
66. H 0.1564
67. H 0.3089
68. H 0.3669
69. H 0.0918
70. H 0.1879
71. C -1.6225
72. C 1.6016
73. C -1.3690
74. C -0.4940
75. C -1.1272
76. C 1.3298
77. N 0.8214
78. O -0.2065
79. C -1.7832
80. C -1.7641
81. C -1.8792
82. H 0.3704
83. H 0.4762
84. H 0.3442
85. H 0.4277
86. H 0.4305
87. H 0.3108
88. H 0.4226
89. H 0.4371
90. H 0.3652
91. H 0.4007
92. H 0.4330
93. H 0.4166
94. H 0.3838
95. H 0.4623
96. H 0.4182
97. H 0.4976
98. H 0.4714
99. H 0.4115

---

Entry from the Open Molecules 2025 dataset: an isolated ion of composition C7H14N3O4 and charge +1 (ωB97M-V with the def2-TZVPD basis set).

The geometry in XYZ format:
```
28
Properties=species:S:1:pos:R:3:forces:R:3
H -3.936205 2.699448 -0.052261 0.1 0.4 0.2
N -3.987525 1.708081 -0.231360 -1.3 0.5 -0.4
C -2.915265 1.106766 -0.179394 2.0 -0.1 0.7
C -1.472038 1.576503 0.241106 -0.7 0.4 -2.6
C -0.621805 0.296827 0.435377 -1.4 1.7 -5.0
C 0.783838 0.606698 -0.417470 -0.6 -0.3 0.5
N 1.411699 1.797039 0.435741 -4.4 0.6 1.1
O 0.459979 1.262243 -1.645246 0.3 -1.2 1.8
O 1.797819 -0.336220 -0.363593 -1.2 0.5 -0.8
C 1.624207 -1.590126 -1.089580 0.5 -2.6 1.2
N -1.584317 -0.676901 -0.073629 4.6 -2.5 1.3
O -1.028953 -2.008534 0.122500 -1.3 1.0 -0.8
C -1.977033 -2.951926 0.756912 3.0 -0.1 -0.4
C -2.840445 -0.359895 -0.395774 -1.7 -0.9 -0.8
O -3.705871 -1.131098 -0.758777 0.6 0.6 0.2
H -1.118175 2.259114 -0.626292 -0.5 -1.1 1.7
H -1.578668 2.094467 1.134876 -0.1 1.3 1.6
H -0.391437 0.088152 1.403563 0.9 -0.7 2.8
H 0.919536 1.769180 1.399581 1.5 -0.1 -1.5
H 0.926197 2.651177 0.001766 1.7 -1.1 0.5
H 2.413355 1.801216 0.531306 0.6 0.1 -0.3
H 0.940628 0.879161 -2.371655 0.5 -0.4 -0.6
H 0.628100 -2.081361 -1.010109 0.4 1.2 -0.2
H 2.249664 -2.401403 -0.551592 -0.5 1.8 -0.7
H 1.980823 -1.549520 -2.111996 0.0 0.5 -0.1
H -1.543960 -3.076192 1.750470 -0.8 -0.3 0.0
H -2.031804 -3.841683 0.141518 0.6 -0.3 0.1
H -2.886282 -2.534242 0.599827 -3.0 1.1 0.7
```
Positions in Å, forces in eV/Å.

Summary:
Gap between HOMO and LUMO = 9.3157 eV
Energy above the lowest of the compared OMol25 structures with the same formula, charge and spin = 496.0 kJ/mol
Charge = +1
SMILES = [H]/N=C1\C[C@H]([C@]([NH3+])(O)OC)N(OC)C1=O
E_tot = -739.95308 Ha

The molecule's natural (NBO) atomic charges, reported in e, are given here:
1. H 0.3521
2. N -0.4872
3. C 0.2212
4. C -0.5300
5. C -0.0799
6. C 0.7091
7. N -0.7464
8. O -0.7261
9. O -0.5324
10. C -0.3148
11. N -0.1361
12. O -0.3940
13. C -0.2619
14. C 0.5654
15. O -0.5357
16. H 0.2568
17. H 0.2337
18. H 0.2074
19. H 0.4439
20. H 0.4685
21. H 0.4653
22. H 0.5173
23. H 0.2481
24. H 0.2289
25. H 0.1972
26. H 0.1964
27. H 0.2114
28. H 0.2220

---

- Look up the E_tot of the first one.
  -582.88926 Ha